19
Properties=species:S:1:pos:R:3 method="wB97M-V/def2-TZVPD" homo_energy_ha=-0.2744 lumo_energy_ha=0.0127 de_lowest_kj_mol=279.6 total_energy_ev=-9935.5564 largest_force_ev_per_a=3.5
C 0.31436 -0.94384 0.11888
C 1.51649 -0.53678 -0.70278
C -2.01527 0.48039 0.33567
C 0.46680 -0.76128 1.61058
C -1.07399 0.07613 -0.77716
C 1.32297 0.92442 -0.90876
N 0.12105 1.41977 -0.99467
O -1.48313 -0.36590 -1.83298
H -0.09076 -1.91510 -0.16005
H -0.02723 2.25646 -1.55257
H 2.46884 -0.72599 -0.19927
H 1.52660 -1.03274 -1.67973
H 2.19890 1.56541 -1.05290
H -1.50008 1.09484 1.06576
H -2.41777 -0.40325 0.82674
H -2.85297 1.02392 -0.10308
H 0.83865 0.23556 1.84138
H -0.47540 -0.89174 2.14420
H 1.16196 -1.50031 2.02076

=====

19
Properties=species:S:1:pos:R:3 method="wB97M-V/def2-TZVPD" homo_energy_ha="-0.2272 / -0.4023" spin_multiplicity=3 lumo_energy_ha="0.0333 / -0.0318" de_lowest_kj_mol=58.7 total_energy_ev=-9932.5645 largest_force_ev_per_a=6.9
C -2.16109 -0.12752 -1.02162
C -1.55701 1.27419 -1.13379
C 0.41501 0.60576 -0.18060
C 0.74902 -0.28105 -1.25224
C 0.47066 -0.91758 1.81213
C 0.99404 0.43240 1.19774
N -2.03124 -0.90737 -0.15931
O -0.54658 1.52638 -0.24250
H -2.97351 0.00851 -1.78495
H -1.25788 1.42948 -2.18824
H -2.36666 2.01840 -0.82062
H -0.00098 -1.08960 -1.47056
H 1.55712 -1.02071 -0.96524
H 1.06648 0.16317 -2.23507
H -0.22143 -1.41356 1.18172
H 0.04711 -0.84146 2.91246
H 1.34135 -1.62777 1.83382
H 1.99151 0.38695 1.23332
H 0.64300 1.26141 1.77250

=====

19
Properties=species:S:1:pos:R:3 method="wB97M-V/def2-TZVPD" homo_energy_ha="-0.5273 / -0.5378" spin_multiplicity=2 lumo_energy_ha="-0.1284 / -0.2621" de_lowest_kj_mol=45.0 total_energy_ev=-9929.7617 largest_force_ev_per_a=1.8 total_charge=+1
C 2.73723 0.26325 0.27747
C 1.36162 -0.46777 0.39609
C 0.22085 0.39594 0.08498
C -0.86747 0.01698 -0.80342
N -1.58225 1.10702 -1.04837
C -1.08176 2.13057 -0.27378
C 0.01413 1.70791 0.44017
H 2.99427 0.87408 1.14431
H 3.50267 -0.48995 0.13547
H 2.74021 0.88240 -0.62320
H 1.42454 -1.40335 -0.16188
H 1.30337 -0.92538 1.39082
H -0.94087 -0.83408 -1.47457
H -2.54309 1.10538 -1.36235
H -1.40675 3.15296 -0.29079
H 0.67488 2.21222 1.11652
H -3.42524 -2.94179 -0.15018
H -2.41711 -3.83946 0.70029
O -2.70922 -2.94693 0.50241

=====

20
Properties=species:S:1:pos:R:3 method="wB97M-V/def2-TZVPD" homo_energy_ha=-0.3274 lumo_energy_ha=0.0157 de_lowest_kj_mol=376.0 total_energy_ev=-11982.3710 largest_force_ev_per_a=3.1
C 1.30300 -0.40276 0.50289
C 1.39663 -1.78619 -0.10452
C 0.68054 1.12746 -1.20262
N 0.40210 2.15421 -0.54807
O 0.76295 0.43595 -2.14658
H -0.18278 1.78713 0.83210
H 0.14611 3.00362 -1.02705
H 2.07296 0.25914 0.09819
H 1.62065 -0.38670 1.54598
H 2.42550 -2.15182 -0.08340
H 0.78394 -2.50591 0.44138
H 1.05870 -1.78199 -1.14110
C -0.49474 -0.08311 1.10179
C -1.45618 -0.41308 0.01781
C -2.46868 0.37448 -0.32453
O -0.53148 1.14531 1.62028
H -0.45928 -0.86007 1.86860
H -1.30403 -1.36394 -0.47543
H -2.63100 1.32225 0.16999
H -3.12493 0.12602 -1.14571

=====

20
Properties=species:S:1:pos:R:3 method="wB97M-V/def2-TZVPD" homo_energy_ha=-0.2960 lumo_energy_ha=0.0264 de_lowest_kj_mol=740.1 total_energy_ev=-11978.5972 largest_force_ev_per_a=4.1
C 1.05063 -1.55005 -0.85873
C 0.99728 -0.58109 0.02381
C -1.26731 0.14603 0.26832
C -3.45698 -0.96567 0.56399
C 3.23873 0.08915 0.59201
C -0.30965 2.12417 -0.48722
N -2.01001 -0.81581 0.45557
O 1.85884 0.21161 0.56900
O -1.46116 1.38559 -0.19453
H 2.01438 -2.17999 -1.07205
H 0.17342 -2.02128 -1.35903
H -4.02835 -0.32266 1.35511
H -3.68863 -2.09813 0.58785
H -3.95966 -0.57672 -0.25227
H 3.46538 -0.91733 1.12586
H 3.50807 0.99471 1.02236
H 3.87781 0.14157 -0.36021
H 0.23626 1.56625 -1.23643
H 0.33926 2.42236 0.26219
H -0.57830 2.94730 -1.00561

=====

20
Properties=species:S:1:pos:R:3 method="wB97M-V/def2-TZVPD" homo_energy_ha=-0.3011 lumo_energy_ha=0.0278 de_lowest_kj_mol=346.4 total_energy_ev=-11982.6782 largest_force_ev_per_a=4.6
C -1.67351 1.22560 -0.96434
C -0.49915 0.61595 -1.20114
C -0.36627 -1.05753 -1.40292
O 0.23122 -1.49590 -2.36479
O -1.46551 -1.66522 -0.88685
H -1.84784 2.24728 -1.28429
H -2.43159 0.76869 -0.33670
H 0.23356 1.10603 -1.83570
H -1.62618 -2.44185 -1.45131
C 1.88402 1.05736 0.77207
C 0.84650 0.16401 0.75399
C -0.16246 0.18025 1.88165
N 1.11163 -1.14828 0.22411
H 2.70286 0.97478 0.06546
H 1.75758 2.01978 1.25322
H -1.04540 -0.40757 1.61958
H 0.26725 -0.25161 2.78946
H -0.47577 1.20703 2.08353
H 1.93328 -1.17006 -0.37707
H 0.62577 -1.92874 0.66206